26
Properties=species:S:1:pos:R:3:forces:R:3:lowdin_charge:R:1 method="wB97M-V/def2-TZVPD" spin_multiplicity=1 max_force_ev_per_a=3.5 e_homo_ev=-8.399 charge=0 homo_lumo_gap_ev=8.9
C -2.749021 1.414879 -0.692536 -0.157 0.142 -0.222 -0.14
C -2.263770 1.871864 -1.880954 -0.217 0.076 0.156 -0.09
C -0.687997 0.864708 -0.748995 -0.626 0.265 -0.058 -0.34
C 1.196812 -0.508684 -1.832767 -0.431 0.685 1.598 -0.68
C 2.063797 -1.105895 1.162985 0.788 -0.374 -0.059 -0.03
C 0.293508 0.250573 2.085771 -0.348 0.502 0.675 -0.04
C -0.239379 -1.718302 0.792106 -0.618 -0.801 -0.229 -0.03
C 0.658172 0.335395 -0.519546 1.171 -1.902 1.471 0.06
N -1.761931 0.788328 0.008687 0.369 -0.053 0.145 0.07
N -0.943862 1.525673 -1.902192 -0.005 -0.057 0.006 0.12
N 0.700601 -0.619413 0.991023 -0.296 1.784 -2.966 -0.30
O 1.480520 -1.674434 -1.649523 0.291 -1.050 -0.115 0.01
O 1.224343 0.253006 -2.784802 0.118 0.621 -0.953 0.02
H -3.738300 1.489529 -0.286259 -0.200 0.074 -0.036 0.09
H -2.725993 2.415693 -2.675712 -0.108 0.101 -0.224 0.10
H 2.339320 -1.709846 0.297669 -0.122 0.106 0.112 0.09
H 2.756714 -0.270550 1.250811 -0.103 0.091 0.023 0.11
H 2.121036 -1.709958 2.070598 -0.108 0.061 0.033 0.11
H -0.708243 0.631475 1.885176 0.171 -0.124 0.054 0.08
H 0.294593 -0.314165 3.020710 0.070 -0.068 -0.047 0.11
H 0.985484 1.085805 2.179384 0.083 -0.046 -0.069 0.11
H -1.226752 -1.305239 0.597408 0.103 -0.036 0.119 0.09
H 0.088850 -2.304197 -0.065146 0.048 0.094 0.083 0.10
H -0.275521 -2.351981 1.676463 0.122 0.052 0.189 0.11
H 1.395049 1.111329 -0.311829 0.004 -0.063 0.203 0.14
H -0.278029 1.554407 -2.668530 -0.001 -0.081 0.112 0.14